Below is a cluster of 8 separate species, C20H57NO16 in total in a non-equilibrium geometry, with properties calculated with ωB97M-V/def2-TZVPD.

Output
Highest occupied orbital energy ... -8.63 eV
Multiplicity ... 1
ΔE to the lowest compared entry with this formula, charge and spin ... 60.39 kcal/mol
SMILES ... COCCNCCOC.OCCO.OCCO.OCCO.OCCO.OCCO.OCCO.OCCO

CARTESIAN COORDINATES (ANGSTROEM)
C: 3.61 12.69 20.54
C: 3.22 12.53 22.02
O: 2.71 11.28 22.26
O: 4.27 13.90 20.36
H: 2.64 12.65 19.98
H: 4.31 11.93 20.23
H: 2.43 13.22 22.17
H: 4.01 12.78 22.63
H: 3.49 10.74 22.37
H: 3.87 14.38 19.66
C: 7.37 12.80 19.87
C: 8.82 12.47 19.86
O: 9.27 12.27 18.54
O: 7.03 12.99 21.24
H: 6.72 12.00 19.47
H: 7.21 13.74 19.32
H: 9.09 11.55 20.43
H: 9.29 13.38 20.27
H: 9.27 13.05 17.95
H: 6.22 13.51 21.31
C: 3.06 8.20 18.23
C: 2.97 9.13 19.50
O: 1.97 10.07 19.34
O: 3.90 7.17 18.53
H: 3.44 8.68 17.32
H: 2.06 7.77 18.10
H: 3.89 9.69 19.58
H: 2.84 8.62 20.42
H: 2.14 10.58 18.56
H: 4.06 6.63 17.75
C: -0.51 11.87 20.62
C: -0.60 12.56 22.00
O: 0.03 11.78 23.03
O: -1.12 12.67 19.64
H: -1.08 10.93 20.58
H: 0.56 11.75 20.40
H: -1.59 12.68 22.27
H: -0.06 13.49 21.98
H: 0.89 11.53 22.72
H: -2.02 12.81 19.98
C: 1.61 15.71 20.28
C: 1.52 15.08 18.92
O: 2.82 15.19 18.30
O: 0.31 15.73 20.76
H: 1.96 16.73 20.16
H: 2.15 15.14 21.06
H: 0.82 15.60 18.26
H: 1.27 14.00 18.91
H: 2.89 16.04 17.86
H: -0.32 16.11 20.08
C: 4.79 7.60 23.94
C: 4.13 8.35 22.75
O: 4.79 9.56 22.42
O: 4.16 6.42 24.19
H: 4.81 8.25 24.81
H: 5.84 7.37 23.72
H: 3.13 8.60 22.94
H: 4.13 7.70 21.94
H: 5.60 9.29 21.97
H: 3.31 6.64 24.55
C: 3.85 11.54 16.80
C: 4.45 12.93 16.78
O: 5.73 12.89 16.24
O: 2.44 11.69 17.17
H: 4.54 10.94 17.42
H: 3.79 11.11 15.76
H: 4.50 13.28 17.84
H: 3.86 13.63 16.30
H: 6.26 12.20 16.67
H: 1.99 12.49 16.88
C: 6.72 9.32 19.94
O: 6.66 8.28 20.90
C: 7.10 7.10 20.30
C: 6.76 6.05 21.36
N: 6.76 4.74 20.68
C: 8.01 4.06 20.84
C: 7.75 2.56 20.56
O: 8.96 1.84 20.22
C: 9.73 2.37 19.11
H: 6.10 9.20 19.02
H: 7.73 9.64 19.68
H: 6.35 10.16 20.42
H: 8.15 7.06 20.09
H: 6.50 6.88 19.42
H: 5.77 6.24 21.72
H: 7.30 6.15 22.31
H: 6.57 4.77 19.66
H: 8.53 4.33 21.74
H: 8.67 4.53 20.07
H: 7.05 2.57 19.73
H: 7.23 2.10 21.41
H: 8.99 2.84 18.40
H: 10.30 1.55 18.61
H: 10.42 3.11 19.37